No. 1
Formula: C59H67N8O15PS
Source: the Open Molecules 2025 dataset
Level of theory: the ωB97M-V functional and the def2-TZVPD basis

```
151
Properties=species:S:1:pos:R:3:forces:R:3:lowdin_charge:R:1
C 5.738 -2.631 0.801 0.1 -0.3 0.0 -0.1125
C 4.703 -3.745 0.638 0.0 0.2 -0.1 -0.2580
C 3.313 -3.356 1.156 0.0 -0.2 -0.2 -0.1982
C 2.416 -2.726 0.083 0.4 0.4 0.5 -0.1833
N 1.514 -1.696 0.662 -0.3 -0.1 -0.4 0.0391
C 1.337 -0.561 -0.172 -0.2 0.0 0.0 -0.1673
C 2.226 0.530 -0.111 0.1 0.4 -0.4 -0.1138
C 3.330 0.405 0.905 -0.1 -0.4 0.2 -0.1174
C 2.890 0.764 2.352 -0.1 -0.2 -0.1 -0.1560
C 1.661 1.669 2.522 0.0 0.0 0.2 -0.2718
N 0.387 0.956 2.647 0.0 0.2 -0.1 0.0204
C 2.036 1.657 -0.951 0.1 -0.7 0.2 -0.1943
P 3.112 3.145 -1.154 -0.1 0.3 -0.1 1.0691
C 4.563 3.254 -0.045 0.2 0.1 0.4 -0.4103
C 4.235 3.745 1.382 0.3 0.2 -0.2 -0.1302
C 3.957 2.760 -2.759 -0.1 0.3 -0.1 -0.3703
C 4.138 4.033 -3.609 0.0 -0.1 0.0 -0.1498
C 0.911 1.725 -1.817 -0.1 0.0 0.0 -0.1555
C 0.566 2.929 -2.670 -0.2 -0.2 0.0 -0.1474
C -0.193 4.014 -1.870 0.0 0.0 -0.2 -0.1757
C 0.531 5.364 -1.767 -0.4 0.0 -0.2 -0.2297
S 0.824 5.871 -0.082 -0.2 -0.1 0.2 0.5815
O 0.857 4.734 0.798 0.0 0.1 -0.1 -0.3085
O -0.046 6.965 0.211 0.2 0.0 0.0 -0.2684
O 2.309 6.440 -0.167 0.0 0.1 0.3 -0.1690
C 0.064 0.632 -1.850 0.0 0.0 0.2 -0.0294
C 0.279 -0.491 -1.059 0.1 0.3 0.1 -0.0229
C -0.757 -1.491 -1.363 -0.2 -0.1 -0.1 -0.3569
O -1.010 -2.513 -0.770 0.2 -0.2 -0.2 0.1076
N -1.494 -1.025 -2.489 0.5 0.6 0.5 0.0590
C -1.401 -1.832 -3.711 -0.4 -0.4 -0.4 -0.0833
C 0.020 -1.913 -4.214 0.0 0.0 -0.1 -0.2091
C 0.875 -2.901 -3.737 0.0 -0.1 0.1 -0.0392
C 2.202 -2.942 -4.137 0.1 0.0 0.0 -0.0762
C 2.687 -1.994 -5.027 0.0 0.0 0.1 -0.0870
C 1.838 -1.015 -5.519 0.1 0.0 0.0 -0.0773
C 0.511 -0.976 -5.116 0.1 0.1 -0.1 -0.0355
C -1.149 0.363 -2.670 -0.2 -0.2 0.0 -0.3363
O -1.807 1.107 -3.346 0.2 0.0 -0.3 0.1345
H 5.600 -1.831 0.072 -0.1 0.1 0.1 0.0649
H 6.745 -3.027 0.657 0.0 0.0 -0.1 0.0678
H 5.703 -2.216 1.810 0.0 0.1 0.0 0.0734
H 4.634 -3.995 -0.425 0.0 -0.2 0.0 0.1017
H 5.062 -4.638 1.150 0.0 0.0 0.0 0.1009
H 3.421 -2.645 1.976 -0.1 -0.1 0.1 0.0988
H 2.804 -4.245 1.533 0.0 0.1 0.2 0.1036
H 3.050 -2.243 -0.665 -0.1 0.0 -0.1 0.1195
H 1.832 -3.513 -0.397 0.0 0.1 -0.3 0.1171
H 0.594 -2.112 0.745 0.0 -0.1 0.1 0.0951
H 4.233 0.914 0.599 -0.1 0.3 0.0 0.0833
H 3.600 -0.649 0.947 0.2 0.1 -0.1 0.0736
H 3.741 1.163 2.905 0.0 0.1 -0.1 0.0935
H 2.643 -0.180 2.843 0.0 0.0 0.1 0.0959
H 1.549 2.385 1.708 0.1 0.1 0.0 0.0782
H 1.803 2.262 3.429 0.0 0.0 0.0 0.1070
H -0.060 0.843 1.749 0.0 -0.1 -0.1 0.0495
H 0.513 0.044 3.065 0.0 -0.1 0.0 0.0559
H 5.160 4.032 -0.530 -0.1 0.0 -0.2 0.0626
H 5.229 2.394 -0.032 -0.1 -0.1 -0.1 0.0627
H 3.178 3.982 1.515 0.0 -0.2 0.1 0.0391
H 4.796 4.658 1.593 0.0 0.0 0.0 0.0752
H 4.551 3.022 2.128 -0.2 -0.1 0.1 0.0611
H 3.340 2.035 -3.288 0.2 -0.1 0.0 0.0732
H 4.935 2.327 -2.555 -0.1 -0.3 0.0 0.0490
H 5.101 4.033 -4.120 0.0 0.0 0.0 0.0579
H 3.366 4.116 -4.376 0.0 0.0 0.0 0.0640
H 4.075 4.940 -3.004 0.1 0.0 0.0 0.0571
H 1.441 3.334 -3.177 0.0 0.1 0.1 0.0778
H -0.112 2.581 -3.447 0.1 0.0 -0.1 0.1016
H -0.427 3.625 -0.880 0.1 0.1 0.1 0.1075
H -1.151 4.181 -2.360 0.0 0.0 0.0 0.1169
H -0.085 6.167 -2.170 0.0 0.0 0.0 0.1018
H 1.476 5.376 -2.303 0.1 -0.1 0.2 0.0746
H 2.883 5.730 0.166 0.1 0.0 -0.1 0.0455
H -1.786 -2.832 -3.513 0.0 0.0 0.2 0.1303
H -2.047 -1.389 -4.468 0.0 0.1 0.1 0.1298
H 0.493 -3.642 -3.045 0.0 0.0 0.0 0.1141
H 2.867 -3.706 -3.759 0.0 -0.1 0.0 0.1031
H 3.725 -2.022 -5.327 0.0 0.0 -0.1 0.1017
H 2.222 -0.279 -6.213 -0.1 0.0 0.0 0.1033
H -0.140 -0.204 -5.509 -0.1 0.0 0.0 0.1173
C -1.393 -6.770 3.229 0.0 0.0 0.0 -0.0664
C -1.027 -7.013 4.547 0.0 0.1 -0.1 -0.0626
C -0.351 -6.043 5.271 -0.1 -0.1 0.1 -0.0023
C -0.071 -4.837 4.657 0.0 0.0 0.0 -0.1476
C -0.426 -4.577 3.348 0.0 0.1 -0.3 -0.0069
C -1.085 -5.558 2.626 -0.1 -0.1 0.1 -0.0615
N 0.620 -3.784 5.424 0.0 0.0 0.0 -0.3528
O 0.941 -4.039 6.566 0.0 0.0 0.0 0.0802
O 0.827 -2.726 4.866 0.0 0.0 0.0 0.0666
H -1.931 -7.526 2.672 0.0 0.0 0.0 0.1087
H -1.274 -7.955 5.015 0.0 0.0 0.0 0.1081
H -0.059 -6.214 6.296 0.0 0.1 0.0 0.1191
H -0.202 -3.625 2.890 0.1 0.1 0.1 0.1094
H -1.373 -5.369 1.601 0.0 0.0 0.0 0.1088
C 10.068 5.148 -5.229 0.0 0.0 0.0 -0.0670
C 9.519 3.918 -5.566 0.0 0.1 0.0 -0.0624
C 8.768 3.214 -4.639 0.0 -0.1 -0.1 -0.0029
C 8.582 3.766 -3.386 0.0 0.0 0.0 -0.1502
C 9.121 4.987 -3.025 0.0 0.1 0.0 -0.0006
C 9.872 5.680 -3.961 0.0 0.0 -0.1 -0.0614
N 7.772 3.032 -2.401 0.0 0.0 0.0 -0.3388
O 7.321 1.952 -2.731 0.0 0.0 0.0 0.0665
O 7.593 3.547 -1.316 0.0 0.0 0.0 0.0735
H 10.651 5.695 -5.957 0.0 0.0 0.0 0.1085
H 9.675 3.506 -6.553 0.0 0.0 0.0 0.1091
H 8.335 2.256 -4.884 0.0 0.0 0.1 0.1195
H 8.958 5.386 -2.036 0.0 -0.1 0.0 0.1197
H 10.302 6.637 -3.700 0.0 0.0 0.0 0.1096
C -4.016 -0.343 2.880 0.0 0.0 0.0 -0.0638
C -4.706 -0.748 4.016 0.0 0.1 0.0 -0.0685
C -5.157 -2.051 4.135 -0.1 0.1 0.1 0.0043
C -4.904 -2.929 3.098 0.1 0.1 0.0 -0.1555
C -4.224 -2.549 1.952 0.1 0.0 -0.1 -0.0030
C -3.777 -1.242 1.850 0.0 0.0 0.1 -0.0562
N -5.360 -4.323 3.211 0.2 0.1 0.0 -0.3574
O -5.946 -4.660 4.217 0.0 0.0 0.0 0.0885
O -5.111 -5.058 2.273 -0.1 -0.3 0.0 0.0455
H -3.667 0.678 2.798 0.0 0.0 0.0 0.1100
H -4.898 -0.040 4.812 0.0 0.0 0.0 0.1115
H -5.701 -2.377 5.009 0.0 -0.1 0.0 0.1228
H -4.044 -3.260 1.160 0.0 0.0 0.0 0.1191
H -3.243 -0.928 0.963 0.0 0.0 0.0 0.1014
C -8.017 -5.437 0.236 0.0 0.0 0.0 -0.0599
C -8.971 -5.773 -0.717 0.0 0.0 0.0 -0.0654
C -9.685 -4.780 -1.368 0.0 -0.1 0.0 -0.0071
C -9.424 -3.460 -1.049 0.0 0.0 0.0 -0.1478
C -8.484 -3.100 -0.101 0.1 0.0 0.1 0.0094
C -7.778 -4.105 0.542 -0.1 0.0 -0.1 -0.0523
N -10.169 -2.400 -1.751 0.0 0.0 0.0 -0.3555
O -11.005 -2.742 -2.563 0.0 0.0 0.0 0.0722
O -9.903 -1.248 -1.478 0.0 0.0 0.0 0.0769
H -7.455 -6.210 0.743 0.0 0.0 0.0 0.1072
H -9.159 -6.811 -0.955 0.0 0.0 0.0 0.1062
H -10.429 -5.024 -2.110 0.0 0.1 0.0 0.1172
H -8.307 -2.060 0.130 0.0 0.0 0.0 0.1186
H -7.039 -3.845 1.282 0.0 0.0 0.0 0.0809
C -6.338 5.063 3.121 0.0 0.0 0.0 -0.0683
C -7.018 4.690 4.273 0.0 0.0 -0.1 -0.0646
C -7.504 3.399 4.406 0.0 0.1 0.1 -0.0039
C -7.293 2.505 3.373 0.0 0.0 0.0 -0.1508
C -6.624 2.855 2.215 0.1 0.0 -0.1 -0.0053
C -6.144 4.149 2.094 0.0 0.0 0.1 -0.0623
N -7.786 1.124 3.516 0.1 0.0 0.0 -0.3528
O -8.376 0.835 4.537 0.0 0.0 0.0 0.0766
O -7.551 0.352 2.609 -0.1 -0.1 -0.1 0.0674
H -5.956 6.071 3.023 0.0 0.0 0.0 0.1082
H -7.168 5.403 5.071 0.0 0.0 0.0 0.1080
H -8.034 3.091 5.295 0.0 -0.1 0.0 0.1189
H -6.481 2.130 1.428 0.0 -0.1 0.0 0.1192
H -5.616 4.443 1.197 0.0 0.0 0.0 0.1090
```
Forces are in eV/Å.

Values from the calculation:
- lowest unoccupied orbital energy (eV) = -1.0
- SMILES = CCCCNc1c(CCCN)c(P(CC)CC)c(CCCS(=O)(=O)O)c2c1C(=O)N(Cc1ccccc1)C2=O.O=[N+]([O-])c1ccccc1.O=[N+]([O-])c1ccccc1.O=[N+]([O-])c1ccccc1.O=[N+]([O-])c1ccccc1.O=[N+]([O-])c1ccccc1
- largest force on an atom (Eh/bohr) = 0.01718
- net charge = 0

=====

No. 2
Formula: C7H10
Source: the Open Molecules 2025 dataset
Level of theory: the ωB97M-V functional and the def2-TZVPD basis

```
17
Properties=species:S:1:pos:R:3:forces:R:3:lowdin_charge:R:1
C -0.772 1.291 -0.519 -0.1 0.2 -0.1 -0.1391
C -0.156 0.004 -1.127 -0.1 0.4 -0.9 -0.2931
C 1.226 0.152 -0.597 0.5 1.3 -1.2 -0.1379
C 0.801 -0.020 0.937 0.3 0.7 -0.4 -0.1726
C 0.143 -1.461 0.936 0.3 0.2 -0.4 -0.1008
C -0.922 -0.795 0.066 -0.1 -0.2 -0.4 -0.1754
C -0.669 0.552 0.808 -0.1 0.1 -0.1 -0.2080
H -0.202 2.213 -0.682 -0.2 -0.1 0.1 0.1058
H -1.818 1.418 -0.813 0.1 0.0 0.0 0.1122
H 0.140 0.152 -2.228 -2.3 -1.7 0.4 0.1338
H 1.316 0.978 -1.722 1.2 0.1 4.0 0.1885
H 2.133 -0.334 -0.903 -0.2 -1.5 0.0 0.0762
H 1.489 0.225 1.752 -0.2 0.2 -0.3 0.1198
H 0.694 -2.323 0.545 0.1 0.2 0.0 0.1052
H -0.256 -1.723 1.936 0.2 0.4 -0.5 0.1178
H -1.930 -1.179 -0.099 0.2 0.0 0.0 0.1284
H -1.218 0.849 1.711 0.2 -0.2 -0.3 0.1393
```
Forces are in eV/Å.

Values from the calculation:
- lowest unoccupied orbital energy (eV) = 1.0
- largest force on an atom (Eh/bohr) = 0.08191
- net charge = 0

=====

No. 3
Formula: C5H15N2
Source: the Open Molecules 2025 dataset
Level of theory: the ωB97M-V functional and the def2-TZVPD basis

```
22
Properties=species:S:1:pos:R:3:forces:R:3:lowdin_charge:R:1
C -0.611 1.465 3.023 0.0 -0.3 -1.6 -0.0693
C -0.248 1.686 1.481 0.0 -0.9 0.8 -0.2348
C -1.164 0.835 0.499 -0.3 1.1 0.4 -0.1405
H -1.610 1.810 3.235 -0.3 0.4 0.1 0.0719
H 0.091 1.900 3.741 0.0 0.2 -0.5 0.0895
H -0.626 0.400 3.229 0.1 -0.3 0.0 0.0651
H 0.807 1.350 1.369 -0.5 0.3 -0.2 0.0892
H -0.319 2.732 1.180 0.1 -0.1 0.1 0.1051
H -0.885 0.931 -0.575 -0.1 0.6 0.3 0.0629
H -1.094 -0.206 0.745 0.1 -1.1 0.6 0.0321
H -2.247 1.097 0.614 0.9 -0.1 -0.2 0.1140
C 2.376 -0.985 -1.689 -0.5 -0.4 -0.7 0.0941
N 1.037 -1.276 -1.107 0.9 2.9 -0.3 0.1958
C 0.062 -1.702 -1.885 -1.1 -1.8 -2.9 -0.0286
N -1.235 -1.625 -1.655 1.2 -0.5 -1.7 0.3845
H 3.193 -1.545 -1.150 -0.6 0.4 -0.3 0.1733
H 2.572 0.122 -1.631 -0.2 -0.8 0.5 0.1671
H 2.302 -1.268 -2.769 0.5 -0.1 1.0 0.1315
H 0.685 -0.589 -0.433 0.4 -0.2 1.3 0.1525
H 0.379 -2.088 -2.882 -0.4 -0.2 0.9 0.2015
H -1.596 -1.025 -0.937 -0.7 0.3 1.2 0.1147
H -1.870 -2.019 -2.402 0.5 0.5 1.0 0.2283
```
Forces are in eV/Å.

Values from the calculation:
- lowest unoccupied orbital energy (spin up / spin down) (eV) = -10.2 / -15.3
- largest force on an atom (Eh/bohr) = 0.06873
- net charge = +2
- spin multiplicity = 2

=====

No. 4
Formula: C5H13N3
Source: the Open Molecules 2025 dataset
Level of theory: the ωB97M-V functional and the def2-TZVPD basis

```
21
Properties=species:S:1:pos:R:3:forces:R:3:lowdin_charge:R:1
C 1.284 -0.218 0.212 -1.5 1.1 1.4 -0.6283
C 0.047 0.908 0.883 1.9 -0.9 -0.8 -0.0862
C 1.346 -1.425 1.136 0.1 0.2 -0.3 -0.0465
C -2.790 0.344 -1.416 -0.3 -0.3 0.0 -0.1467
N 0.946 -0.574 -1.112 -0.5 0.3 -1.0 0.0649
N 2.538 0.457 0.195 0.6 0.1 0.1 0.0610
C -1.254 0.552 0.348 -0.5 -0.6 -1.0 -0.2408
N -1.532 0.779 -0.880 0.1 0.5 1.0 -0.0519
H 0.487 0.223 -1.593 0.4 -0.6 0.3 0.0824
H 0.239 -1.298 -1.130 0.1 -0.1 0.1 0.0776
H 2.795 0.831 1.098 -0.1 0.1 0.0 0.0789
H 2.574 1.187 -0.505 0.0 0.0 0.1 0.0805
H 0.087 0.910 1.969 0.1 -0.1 0.0 0.0886
H 0.396 1.858 0.485 -0.1 0.1 0.0 0.0917
H -1.898 -0.092 0.971 -0.2 0.2 -0.1 0.1197
H 2.097 -2.119 0.761 0.0 -0.1 0.0 0.0823
H 0.377 -1.918 1.172 -0.1 -0.1 0.1 0.0766
H 1.633 -1.126 2.141 0.0 0.0 0.1 0.0761
H -3.403 1.219 -1.650 0.0 -0.1 0.0 0.0756
H -3.356 -0.309 -0.734 0.0 0.1 -0.1 0.0717
H -2.611 -0.189 -2.353 -0.1 0.0 0.0 0.0726
```
Forces are in eV/Å.

Values from the calculation:
- lowest unoccupied orbital energy (eV) = 1.1
- SMILES = C/N=C/CC(C)(N)N
- largest force on an atom (Eh/bohr) = 0.04526
- net charge = 0

=====

- What is the formula in the second record?
  C7H10